Below is a cluster of 12 separate species, C48H96O36 in total, with properties calculated with ωB97M-V with the def2-TZVPD basis set.

Geometry as XYZ:
```
180
Properties=species:S:1:pos:R:3:forces:R:3
C -6.757 -0.524 -2.526 0.51 -0.40 1.09
C -6.036 0.267 -1.453 0.19 1.02 -0.64
O -6.270 1.667 -1.742 -0.83 0.49 0.06
C -5.449 2.329 -2.548 0.88 0.09 1.91
O -4.410 1.900 -2.987 -0.25 -0.10 -0.63
O -5.830 3.607 -2.539 -0.43 0.07 -0.17
C -4.923 4.545 -3.147 -0.34 -0.94 -0.28
H -7.814 -0.439 -2.280 -0.12 0.01 -0.55
H -6.458 -1.564 -2.397 -0.07 -0.05 -0.37
H -6.491 -0.143 -3.508 -0.16 -0.14 -0.07
H -4.953 0.171 -1.376 -0.08 -0.55 -0.24
H -6.485 0.136 -0.472 0.02 -0.10 -0.07
H -5.545 5.355 -3.516 0.17 0.08 0.05
H -4.448 3.992 -3.957 0.33 0.53 -0.09
H -4.202 4.871 -2.399 0.04 0.09 -0.12
C -1.120 4.203 7.263 -1.40 -0.06 0.92
C -2.119 5.329 6.899 1.77 -0.69 -0.83
O -2.293 5.239 5.467 -0.58 -0.49 -0.28
C -1.400 5.849 4.680 -0.58 0.54 0.64
O -0.740 6.807 4.984 0.42 -0.12 -0.03
O -1.440 5.261 3.495 -0.56 -0.53 -0.85
C -0.584 5.774 2.480 1.10 -0.24 -0.08
H -1.142 4.084 8.350 0.70 0.44 0.09
H -0.123 4.299 6.845 0.02 0.21 0.14
H -1.547 3.234 6.993 0.03 0.12 -0.65
H -1.722 6.326 7.075 -0.15 -0.04 0.52
H -3.063 5.125 7.394 -0.21 0.32 -0.34
H -0.708 6.840 2.306 0.09 0.04 0.32
H -0.696 5.257 1.528 -0.87 -0.23 0.25
H 0.432 5.489 2.759 0.17 0.72 0.10
C 10.742 -3.300 3.142 -0.08 -1.05 -0.67
C 9.564 -2.915 2.259 0.44 0.12 0.02
O 8.513 -2.367 3.070 -0.24 0.17 -0.49
C 7.283 -2.262 2.504 1.21 -0.63 1.01
O 6.909 -2.860 1.536 -0.35 0.25 -0.46
O 6.608 -1.459 3.305 0.65 0.18 0.14
C 5.260 -1.175 3.075 -1.06 0.68 -0.06
H 10.552 -4.279 3.585 -0.18 0.30 0.62
H 11.065 -2.555 3.864 -0.25 0.04 0.03
H 11.584 -3.541 2.488 0.07 0.39 -0.11
H 9.200 -3.771 1.692 -0.06 -0.03 0.10
H 9.902 -2.169 1.538 -0.28 0.20 0.00
H 5.122 -0.108 3.259 0.04 -0.08 0.08
H 4.657 -1.724 3.801 -0.08 -0.12 -0.27
H 4.938 -1.343 2.047 0.22 -0.44 0.09
C -1.322 3.131 -4.604 -0.56 0.42 0.87
C -1.634 1.648 -4.566 -0.67 0.02 -1.36
O -1.826 1.400 -5.996 -0.09 -1.04 -0.62
C -2.190 0.211 -6.541 0.53 1.71 0.50
O -2.298 0.098 -7.729 -0.09 -0.48 0.00
O -2.389 -0.697 -5.601 0.33 -0.52 0.47
C -2.735 -2.025 -5.999 -1.22 0.38 -0.45
H -0.518 3.426 -5.275 0.52 -0.44 0.48
H -1.225 3.474 -3.571 0.63 0.18 -0.09
H -2.155 3.730 -4.984 -0.40 -0.51 -0.03
H -2.575 1.421 -4.068 0.07 0.22 0.10
H -0.882 0.974 -4.156 0.37 0.31 -0.16
H -1.880 -2.681 -6.137 0.12 0.14 0.30
H -3.307 -1.975 -6.927 0.23 -0.03 -0.14
H -3.448 -2.342 -5.240 0.41 -0.43 0.16
C -1.531 -1.681 1.600 0.34 0.01 -0.38
C -1.813 -1.899 0.106 -1.55 -0.03 1.79
O -0.680 -2.420 -0.564 0.06 0.88 -0.47
C -0.566 -3.721 -0.750 -0.47 -1.61 -0.11
O -1.213 -4.620 -0.263 -0.08 0.65 0.34
O 0.400 -3.932 -1.627 0.65 1.27 -0.96
C 0.934 -5.226 -1.806 0.17 -0.25 0.37
H -1.136 -2.618 1.994 0.05 0.10 0.22
H -2.422 -1.408 2.167 -0.23 -0.20 -0.24
H -0.831 -0.862 1.752 0.23 -0.20 -0.04
H -2.176 -0.965 -0.320 0.72 0.05 -0.54
H -2.694 -2.542 0.047 0.34 -0.49 -0.34
H 1.228 -5.545 -0.806 -0.07 -0.72 -0.26
H 1.816 -5.159 -2.442 0.04 0.44 0.16
H 0.263 -5.904 -2.333 -0.33 -0.02 0.49
C 2.537 3.890 4.801 -0.55 -0.13 0.55
C 1.969 3.060 3.688 0.60 2.14 -2.15
O 3.040 2.290 3.085 0.05 -0.61 0.37
C 3.583 2.695 1.918 -2.34 0.46 -0.64
O 3.163 3.602 1.237 0.34 0.13 0.27
O 4.500 1.846 1.554 0.64 -1.81 0.76
C 4.887 1.731 0.175 0.16 0.98 0.31
H 3.137 3.283 5.477 -0.11 0.19 0.23
H 1.693 4.372 5.303 0.13 -0.13 0.38
H 3.121 4.721 4.406 0.27 -0.24 -0.10
H 1.699 3.814 2.940 0.01 -0.19 -0.23
H 1.008 2.560 3.785 0.61 -1.04 0.65
H 5.244 2.737 -0.039 0.30 -0.32 -0.86
H 4.082 1.415 -0.486 -0.31 0.27 0.27
H 5.647 0.955 0.148 0.24 0.28 0.09
C 0.958 2.020 -8.067 -1.07 0.63 -0.62
C 1.917 1.419 -7.111 1.71 -0.69 -0.84
O 1.765 1.939 -5.823 -1.11 1.01 1.72
C 2.761 2.014 -4.932 0.62 -0.77 -0.79
O 3.845 1.506 -5.061 0.07 0.06 -0.21
O 2.366 2.702 -3.874 -1.11 0.54 0.30
C 3.305 2.847 -2.816 1.22 -0.57 0.08
H -0.037 1.652 -7.816 -0.12 0.19 -0.31
H 1.210 1.731 -9.089 -0.03 -0.43 0.10
H 0.913 3.109 -8.135 0.23 0.03 0.54
H 2.954 1.584 -7.421 -0.04 -0.17 0.02
H 1.710 0.344 -7.137 0.33 -0.03 0.42
H 2.847 2.953 -1.839 -0.63 0.18 -0.38
H 3.983 3.679 -3.006 -0.14 0.10 -0.15
H 3.909 1.939 -2.780 0.07 0.05 0.03
C 4.014 -4.969 2.193 -0.69 -0.05 -1.42
C 3.348 -6.212 1.592 0.44 -0.44 1.78
O 4.271 -7.294 1.913 -0.53 -0.69 -0.05
C 4.973 -7.828 0.938 1.29 0.22 0.69
O 5.087 -7.369 -0.168 -0.21 -0.35 -0.47
O 5.683 -8.882 1.440 -0.62 0.80 -0.48
C 6.467 -9.523 0.432 -0.44 -0.54 -0.28
H 4.986 -4.839 1.718 0.13 0.08 0.26
H 4.093 -5.075 3.271 0.08 0.05 -0.02
H 3.411 -4.100 1.917 0.02 0.14 0.28
H 3.037 -6.223 0.551 0.49 0.24 -0.10
H 2.502 -6.513 2.210 -0.30 0.32 -0.22
H 5.796 -9.754 -0.396 0.33 0.08 -0.24
H 6.812 -10.473 0.835 0.09 0.19 0.26
H 7.303 -8.910 0.099 -0.08 0.06 0.04
C -5.765 3.694 1.594 -0.71 0.57 0.26
C -5.989 4.270 3.016 0.07 0.79 -1.29
O -5.668 3.314 4.014 0.31 -0.23 -0.94
C -5.621 3.712 5.269 -0.53 0.52 0.49
O -5.847 4.823 5.688 0.35 -0.55 -0.10
O -5.357 2.611 5.965 0.25 -0.88 0.40
C -5.037 2.690 7.358 -1.06 1.34 -0.33
H -5.894 4.487 0.853 -0.12 0.29 0.26
H -6.540 2.981 1.316 0.25 -0.37 0.16
H -4.762 3.328 1.381 -0.01 -0.33 0.51
H -7.009 4.624 3.175 -0.20 -0.35 -0.19
H -5.410 5.193 3.089 0.45 -0.26 0.47
H -5.784 2.172 7.958 0.25 -0.68 -0.29
H -5.230 3.729 7.639 0.80 0.08 0.20
H -4.018 2.334 7.467 -0.05 0.07 0.35
C -2.090 2.622 -0.307 -0.52 -0.47 1.00
C -1.038 1.617 -0.813 0.00 1.61 -1.39
O -0.207 1.106 0.200 0.57 0.41 1.25
C 1.054 0.747 -0.092 -0.07 -2.01 -1.63
O 1.730 0.998 -1.065 -0.58 0.96 0.70
O 1.343 -0.229 0.752 -0.41 0.71 1.47
C 2.559 -0.916 0.767 1.73 -0.51 -0.02
H -2.406 3.426 -0.972 0.53 -0.33 -0.64
H -1.730 3.150 0.579 0.20 -0.22 0.08
H -3.036 2.154 -0.023 0.13 -0.25 0.16
H -0.425 2.216 -1.493 0.16 -0.51 -0.30
H -1.435 0.733 -1.315 -0.32 0.37 -0.30
H 2.644 -1.398 1.741 -0.63 -0.50 -0.21
H 3.499 -0.356 0.787 -0.56 0.96 -0.35
H 2.674 -1.583 -0.086 -0.45 -0.23 0.21
C 0.743 -1.760 -4.340 -1.49 0.78 1.11
C 1.886 -0.992 -3.662 0.30 -0.78 -2.75
O 2.359 -1.698 -2.529 0.35 -0.40 0.92
C 3.412 -2.554 -2.696 -0.36 1.98 -1.22
O 3.996 -2.663 -3.737 0.36 -0.76 -0.12
O 3.701 -3.085 -1.539 -0.96 -0.29 1.39
C 4.892 -3.802 -1.255 0.87 -0.43 -1.20
H 0.908 -2.828 -4.463 0.30 0.07 -0.04
H 0.343 -1.319 -5.256 0.83 0.10 -0.34
H -0.146 -1.618 -3.713 0.02 -0.55 0.32
H 1.627 0.048 -3.480 -0.18 -0.22 0.95
H 2.654 -0.932 -4.437 0.48 -0.04 0.43
H 4.674 -4.665 -0.631 -0.21 0.37 0.37
H 5.623 -3.112 -0.840 -0.08 -0.16 0.37
H 5.333 -4.238 -2.154 -0.17 0.26 -0.21
C -4.989 0.044 1.754 -0.89 -1.44 -0.44
C -5.667 -1.256 2.224 -0.24 -0.67 -0.51
O -6.729 -1.867 1.428 -0.63 0.46 -0.49
C -6.508 -2.497 0.279 0.43 0.18 0.21
O -5.445 -2.558 -0.286 0.03 -0.26 -0.13
O -7.665 -3.026 -0.133 0.13 0.64 0.07
C -7.650 -4.030 -1.157 0.11 -0.21 0.74
H -4.213 0.193 2.503 -0.29 0.81 0.13
H -5.814 0.748 1.663 0.54 0.68 0.49
H -4.509 0.003 0.778 0.07 -0.41 0.07
H -6.293 -1.030 3.085 0.62 0.04 0.41
H -4.978 -2.078 2.420 0.24 0.26 0.21
H -7.105 -3.783 -2.066 0.03 0.34 0.16
H -8.707 -4.185 -1.352 0.11 -0.19 -0.20
H -7.202 -4.902 -0.680 -0.09 -0.26 -0.42
```
Forces are in eV/Å.

HOMO-LUMO gap   0.3980 Ha
Energy above the lowest of the compared OMol25 structures with the same formula, charge and spin   302.37 kJ/mol
SMILES   CCOC(=O)OC.CCOC(=O)OC.CCOC(=O)OC.CCOC(=O)OC.CCOC(=O)OC.CCOC(=O)OC.CCOC(=O)OC.CCOC(=O)OC.CCOC(=O)OC.CCOC(=O)OC.CCOC(=O)OC.CCOC(=O)OC
E_tot   -125041.8238 eV
Max |F|   0.060 hartree/bohr

Mulliken population analysis, charges in e, atoms 1 to 4:
1. C -1.0604
2. C 0.3138
3. O -0.3215
4. C 0.6569